DFT (wB97M-V/def2-TZVPD) results for C11H14BN7SZn as an isolated structure at a distorted geometry.

Computed properties:
LUMO energy: -0.12 eV
Net charge: 0
HOMO: -7.7 eV
Gap between HOMO and LUMO: 7.578 eV
Largest force on an atom: 8.31 eV/Å
E_tot: -81994.0165 eV

Structure (XYZ):
```
35
Properties=species:S:1:pos:R:3:forces:R:3
H 1.420 -2.027 2.532 -0.1 0.2 -0.2
N 1.046 -0.994 0.720 0.8 -0.6 -0.3
B 1.077 -0.121 -1.643 -0.4 -0.5 1.3
N 1.662 -1.007 -0.511 -0.1 0.0 0.9
C 2.734 -1.821 -0.481 -0.3 0.0 0.6
Zn -0.690 0.392 1.114 1.7 -7.7 -2.6
H 3.344 -1.933 -1.366 0.0 -0.1 0.2
C 2.814 -2.370 0.797 -0.1 0.2 -0.3
H 3.551 -3.058 1.162 0.1 -0.1 0.0
C 1.727 -1.831 1.514 0.3 0.3 -1.3
H 1.716 -0.183 -2.649 -0.1 0.1 -0.1
C -2.183 1.363 1.790 -0.4 2.5 2.2
H -2.625 1.017 2.720 0.2 0.0 0.0
H -2.667 0.828 0.953 0.6 0.0 0.2
H -2.385 2.421 1.642 0.0 0.0 0.0
N 1.031 1.303 -1.029 -0.5 1.0 1.3
N -0.400 -0.564 -1.826 -1.0 0.1 0.6
N 0.373 1.552 0.187 3.0 3.4 -3.2
N -1.290 -0.511 -0.766 -0.2 -0.2 -0.9
C 1.624 2.427 -1.459 -0.6 -0.1 0.9
C -1.018 -1.053 -2.916 -0.4 0.1 0.8
H 2.184 2.412 -2.385 -0.1 0.1 0.2
H -0.467 -1.154 -3.840 -0.1 -0.1 0.1
C 1.359 3.446 -0.540 -0.1 -0.3 0.1
C -2.338 -1.333 -2.575 0.2 0.0 0.1
C 0.579 2.860 0.470 0.6 -0.8 -1.4
C -2.463 -0.990 -1.217 1.2 0.2 -0.7
H 1.682 4.466 -0.596 0.1 0.1 0.0
H -3.101 -1.724 -3.218 -0.1 -0.1 -0.1
H 0.165 3.315 1.357 0.0 0.0 0.0
H -3.334 -1.078 -0.578 0.2 0.1 0.0
H -0.794 1.419 2.090 -4.1 2.3 1.7
S -1.948 -2.735 4.536 -0.3 -0.5 0.6
C -1.412 -1.728 3.426 1.0 1.4 -1.8
N -0.976 -1.002 2.587 -0.8 -0.9 1.3
```
Forces are in eV/Å.

Listed below, in e, are the Mulliken charges computed for each atom:
1 H 0.4068
2 N -0.0173
3 B 0.0058
4 N -0.0488
5 C -0.1023
6 Zn -0.6556
7 H 0.4425
8 C -1.0718
9 H 0.3769
10 C -0.0019
11 H -0.0936
12 C -0.8330
13 H 0.3981
14 H 0.0476
15 H 0.4040
16 N 0.2309
17 N 0.2225
18 N 0.2183
19 N -0.2194
20 C -0.0323
21 C -0.0728
22 H 0.4504
23 H 0.4478
24 C -1.1309
25 C -1.0320
26 C 0.3213
27 C -0.0682
28 H 0.3934
29 H 0.3982
30 H 0.4367
31 H 0.4747
32 H 0.1193
33 S -0.4564
34 C 0.5892
35 N -0.5482

***

DFT (wB97M-V/def2-TZVPD) results for a 13-piece molecular cluster, C42H75F9O36 overall at a distorted geometry.

Computed properties:
LUMO energy: 0.54 eV
Net charge: 0
HOMO: -10.5 eV
Gap between HOMO and LUMO: 11.045 eV
Largest force on an atom: 3.29 eV/Å
E_tot: -142935.5604 eV

Structure (XYZ):
```
162
Properties=species:S:1:pos:R:3:forces:R:3
C 1.817 -8.244 -1.826 0.4 0.9 2.2
C 3.079 -7.413 -1.568 -1.3 1.2 -0.3
O 3.197 -7.042 -0.164 0.1 0.4 0.3
C 2.941 -5.760 0.148 -0.4 -1.6 0.3
O 2.547 -4.921 -0.591 -0.3 0.9 -0.6
C 3.168 -5.419 1.655 0.3 1.3 -2.0
F 2.057 -4.982 2.232 -0.4 -0.6 0.3
F 3.692 -6.433 2.289 0.3 0.0 0.9
F 3.981 -4.318 1.621 0.2 -1.1 0.6
H 0.938 -7.621 -1.613 0.3 -0.2 -0.3
H 1.772 -9.047 -1.102 0.0 -0.3 0.2
H 1.786 -8.664 -2.785 0.1 -0.4 -1.5
H 2.976 -6.477 -2.110 0.1 0.1 -0.2
H 4.013 -7.821 -1.874 0.6 -0.8 0.1
C 1.294 3.675 -0.445 -0.7 0.5 -1.5
C 2.236 4.417 -1.327 0.7 -0.1 -0.5
O 1.616 5.672 -1.606 -1.1 1.3 -0.6
C 1.955 6.310 -2.714 1.9 -0.5 0.1
O 2.936 6.038 -3.380 -1.4 0.5 0.2
C 1.024 7.524 -3.025 -0.9 -0.8 0.6
F 0.834 7.661 -4.326 -0.2 -0.4 -0.4
F -0.203 7.285 -2.431 1.4 0.8 -0.7
F 1.554 8.673 -2.616 -0.2 -0.2 0.6
H 0.559 3.381 -1.188 -0.8 -0.3 0.6
H 0.869 4.252 0.348 -0.2 0.4 0.4
H 1.729 2.799 -0.086 0.8 -1.5 0.7
H 2.307 3.871 -2.278 0.5 0.2 0.4
H 3.213 4.610 -0.904 0.3 0.0 0.0
C -5.052 4.759 -0.039 -0.4 -1.2 0.1
C -4.256 4.248 1.179 -0.9 1.1 -0.7
O -3.559 5.428 1.666 0.3 0.1 1.2
C -2.770 6.089 0.860 1.0 0.5 0.5
O -2.465 5.838 -0.275 0.1 0.3 0.6
C -2.218 7.392 1.637 0.7 0.4 -2.9
F -1.912 7.275 2.895 -0.3 -0.5 1.0
F -1.085 7.851 1.010 -0.9 -0.7 0.3
F -3.137 8.358 1.469 -0.2 -0.1 0.4
H -5.380 5.750 0.231 -0.5 0.4 0.2
H -5.946 4.104 -0.164 0.8 0.6 -0.3
H -4.440 4.900 -0.941 -0.4 -0.7 0.4
H -3.476 3.514 0.969 -0.4 -0.3 0.0
H -4.982 3.976 1.990 1.1 0.0 -0.6
C -3.743 5.772 -3.449 -0.9 -0.6 0.5
O -3.890 4.328 -3.284 1.4 -0.2 -0.8
C -2.784 3.582 -3.621 -1.8 1.0 1.2
O -2.705 2.409 -3.411 -0.2 -0.7 0.0
O -1.839 4.340 -4.097 -0.1 1.8 -0.3
C -0.545 3.837 -4.036 1.4 0.3 3.0
H -4.731 6.133 -3.343 -1.3 0.2 0.0
H -3.417 6.056 -4.423 0.6 0.0 -0.5
H -3.220 6.239 -2.633 0.9 -0.2 0.1
H 0.212 4.696 -3.968 -1.3 -1.4 -0.3
H -0.443 3.202 -4.834 1.0 -1.3 -2.3
H -0.494 3.139 -3.142 0.3 1.1 -0.7
C -1.317 -9.446 0.878 0.0 -2.0 -1.3
O -2.036 -8.233 0.667 0.5 0.1 -0.5
C -1.219 -7.201 0.458 2.3 0.2 1.3
O 0.004 -7.297 0.580 -1.6 0.5 -0.5
O -1.893 -6.089 0.241 -0.2 0.2 0.0
C -1.158 -4.840 0.379 -0.3 -0.4 -0.7
H -0.635 -9.795 0.051 -0.5 1.2 0.5
H -2.072 -10.227 0.857 -0.3 0.1 0.4
H -0.741 -9.510 1.787 0.0 0.5 0.4
H -1.005 -4.591 1.407 0.6 -0.5 0.8
H -1.811 -4.051 0.055 -0.4 0.1 -0.7
H -0.246 -4.862 -0.220 -0.1 0.0 0.3
C 11.963 -2.760 3.596 -1.3 -0.7 0.4
O 10.906 -3.752 3.306 -0.1 0.9 0.3
C 9.854 -3.250 2.655 -1.5 0.4 0.1
O 8.718 -3.699 2.726 2.3 0.6 -0.4
O 10.196 -2.112 1.947 -0.2 -1.8 1.8
C 9.193 -1.665 1.086 -0.3 1.4 -1.0
H 11.565 -1.983 4.299 0.4 -0.5 -0.9
H 12.296 -2.431 2.637 0.4 0.8 -0.2
H 12.719 -3.334 4.083 0.5 -0.3 0.4
H 9.524 -0.642 0.815 -0.6 -0.5 0.1
H 8.155 -1.695 1.453 0.6 0.1 0.3
H 9.258 -2.286 0.215 -0.3 -0.2 -0.8
C -3.677 -1.268 -5.149 -1.1 0.5 0.6
O -3.455 -1.365 -3.724 -0.9 -0.3 -0.3
C -4.566 -1.823 -3.092 0.0 0.1 -2.4
O -5.622 -2.074 -3.618 -0.2 0.0 -0.1
O -4.310 -1.971 -1.856 1.9 -0.1 1.3
C -5.302 -2.512 -1.048 -0.8 -1.5 2.1
H -2.866 -1.699 -5.645 1.5 -0.7 -0.6
H -3.718 -0.214 -5.431 -0.3 -0.1 0.1
H -4.581 -1.845 -5.397 0.3 0.6 -0.1
H -5.814 -3.459 -1.409 0.7 1.4 -0.2
H -6.021 -1.701 -0.846 0.0 -0.8 0.3
H -4.719 -2.854 -0.142 -0.9 0.7 -0.6
C 0.382 0.658 3.562 1.3 -0.6 -0.8
O 1.677 0.108 4.009 -1.9 0.5 0.2
C 1.638 -1.175 4.355 1.7 0.5 -0.3
O 0.891 -2.033 4.020 -1.8 -0.6 -0.4
O 2.734 -1.408 5.056 0.4 -0.5 1.2
C 2.879 -2.804 5.429 0.0 0.3 -2.3
H -0.271 -0.106 3.154 0.4 -0.1 -0.4
H 0.713 1.393 2.849 -0.4 0.2 -0.5
H -0.176 1.141 4.319 -0.1 0.5 1.4
H 2.021 -3.188 5.968 0.1 0.1 0.4
H 3.840 -2.849 5.877 0.5 -0.2 0.9
H 2.961 -3.338 4.465 -0.2 -0.1 0.6
C 1.048 -2.280 0.666 -0.7 -0.3 0.3
O 0.586 -0.911 0.731 1.2 0.1 -0.2
C -0.512 -0.726 0.042 -1.3 -1.2 0.3
O -1.144 -1.645 -0.445 0.0 0.8 -0.4
O -0.894 0.544 0.093 -0.3 0.6 -0.7
C -2.169 0.793 -0.549 -0.5 -0.6 -1.4
H 1.279 -2.611 -0.340 -0.5 0.1 -0.2
H 0.281 -2.917 1.126 0.5 0.2 -0.2
H 1.962 -2.325 1.199 0.6 0.1 0.8
H -2.355 1.870 -0.658 0.4 -0.3 0.6
H -2.948 0.278 0.020 0.0 0.3 0.0
H -2.237 0.390 -1.610 0.4 0.2 1.3
C 3.853 -1.253 -0.743 -0.8 2.3 -2.2
O 4.079 -1.506 0.575 -1.1 -2.3 1.9
C 4.874 -0.788 1.323 0.5 0.9 -0.9
O 5.462 0.181 0.916 0.4 0.5 0.2
O 4.912 -1.306 2.521 0.2 -1.1 1.1
C 5.569 -0.506 3.544 0.8 -1.0 -2.1
H 3.090 -1.957 -1.134 0.8 0.2 0.4
H 4.796 -1.324 -1.300 -0.4 0.1 -0.2
H 3.416 -0.194 -0.858 0.7 -1.4 -0.1
H 5.626 -1.080 4.424 -0.5 -0.7 1.0
H 4.890 0.294 3.569 0.0 1.8 0.9
H 6.621 -0.351 3.248 -0.6 0.7 -0.1
C -5.758 1.145 -2.098 0.6 0.4 0.5
O -6.262 1.879 -0.977 0.1 1.4 -0.1
C -7.039 1.318 -0.107 1.1 -2.3 1.8
O -7.162 0.106 0.000 -0.7 0.6 -0.4
O -7.424 2.192 0.832 0.2 -0.2 -0.4
C -7.987 1.584 2.019 -1.0 1.6 -0.5
H -6.465 1.412 -2.854 0.0 -0.4 -1.1
H -5.665 0.075 -1.918 -0.4 0.3 0.1
H -4.763 1.582 -2.249 -0.4 -0.2 -0.4
H -8.084 0.534 1.880 -0.6 -0.6 -0.1
H -8.901 2.180 2.173 0.0 -0.9 0.1
H -7.371 1.765 2.864 1.0 0.3 0.6
C -3.041 4.046 4.845 2.2 -1.1 0.2
O -2.803 2.921 3.947 0.2 0.7 0.7
C -3.819 2.118 3.713 -1.8 0.2 -0.5
O -5.010 2.309 3.915 1.3 0.4 0.4
O -3.380 1.043 3.078 -0.2 -0.4 0.0
C -4.449 0.186 2.669 0.7 -2.5 0.2
H -2.963 3.694 5.864 -0.1 -0.3 0.3
H -3.968 4.476 4.694 -1.8 0.9 -0.5
H -2.212 4.744 4.702 -0.3 -0.1 -0.3
H -3.948 -0.712 2.254 -0.1 0.5 0.3
H -5.021 0.575 1.864 -0.6 0.8 -0.5
H -5.108 -0.203 3.479 0.6 0.8 -0.3
C 0.400 -0.214 -3.115 1.4 -1.1 0.6
O 0.969 0.283 -4.333 -0.7 -0.7 0.9
C 1.868 1.195 -4.076 1.4 0.6 -2.2
O 2.306 1.571 -3.031 -0.3 0.2 1.0
O 2.312 1.629 -5.279 -0.3 -0.1 0.2
C 3.187 2.741 -5.227 1.0 0.8 -0.2
H -0.142 0.550 -2.646 -0.5 1.3 0.9
H 1.182 -0.651 -2.434 -0.7 0.6 -0.7
H -0.303 -0.966 -3.329 -0.7 -1.0 -0.7
H 4.064 2.555 -4.564 -0.7 0.1 -0.4
H 2.647 3.647 -4.902 0.3 -0.4 0.1
H 3.553 2.936 -6.257 -0.3 -0.4 0.6
```
Forces are in eV/Å.

Atomic partial charges in e from the Mulliken method, atoms 1 to 99:
1 C -0.9330
2 C -0.3767
3 O -0.2953
4 C 0.3862
5 O -0.5675
6 C 0.8810
7 F -0.1750
8 F -0.2625
9 F -0.1879
10 H 0.1151
11 H 0.2117
12 H 0.5238
13 H 0.2248
14 H 0.4534
15 C -0.6626
16 C 0.0687
17 O -0.1655
18 C 0.2877
19 O -0.5607
20 C 0.9068
21 F -0.2642
22 F -0.1627
23 F -0.2583
24 H -0.3020
25 H 0.5375
26 H 0.3794
27 H -0.1407
28 H 0.4428
29 C -1.3897
30 C 0.6571
31 O -0.3556
32 C 0.2253
33 O -0.3190
34 C 0.8274
35 F -0.2260
36 F -0.2254
37 F -0.2725
38 H 0.5792
39 H 0.3086
40 H 0.2346
41 H 0.0843
42 H -0.0511
43 C -0.7035
44 O -0.3503
45 C 0.7578
46 O -0.4142
47 O -0.5171
48 C -0.1186
49 H 0.3067
50 H 0.3950
51 H 0.1641
52 H 0.0592
53 H 0.5230
54 H -0.3155
55 C -0.6287
56 O -0.3629
57 C 0.6436
58 O -0.4674
59 O -0.3291
60 C -0.5460
61 H 0.2053
62 H 0.3102
63 H 0.2863
64 H 0.4626
65 H 0.1257
66 H 0.2789
67 C -0.5917
68 O -0.3274
69 C 0.7695
70 O -0.5270
71 O -0.3331
72 C -0.4895
73 H 0.2610
74 H 0.2846
75 H 0.2691
76 H 0.2358
77 H 0.1199
78 H 0.3342
79 C -0.9212
80 O -0.0556
81 C 0.6060
82 O -0.6254
83 O 0.2218
84 C -0.5396
85 H 0.2970
86 H 0.2138
87 H 0.4102
88 H 0.3182
89 H 0.1888
90 H 0.0935
91 C -0.6352
92 O -0.3990
93 C 0.9412
94 O -0.5831
95 O -0.4149
96 C -0.4404
97 H 0.2068
98 H 0.2336
99 H 0.4971

***

DFT (wB97M-V/def2-TZVPD) results for C9H23AsBa2F6NO6P as an isolated structure at a distorted geometry.

Computed properties:
LUMO energy: -8.57 eV
Net charge: +2
HOMO: -13.2 eV
Gap between HOMO and LUMO: 4.648 eV
Largest force on an atom: 3.76 eV/Å
E_tot: -111294.2449 eV

Structure (XYZ):
```
49
Properties=species:S:1:pos:R:3:forces:R:3
Ba -5.270 2.675 3.094 1.1 1.4 -0.2
Ba -3.918 -0.556 5.117 1.6 1.5 0.5
O -4.108 2.011 5.406 -1.1 -1.8 -1.1
H -3.572 2.649 5.886 0.1 -0.1 0.0
As -1.092 1.671 2.832 3.6 1.0 -0.5
F -1.464 0.320 4.007 -1.4 -0.4 -0.4
F -1.621 0.748 1.444 -0.2 0.2 0.9
F -0.724 3.097 1.839 -0.5 -1.6 0.9
F -0.773 2.588 4.290 -0.1 -0.6 -1.0
F 0.492 0.959 2.692 -1.2 0.8 0.2
F -2.759 2.217 2.970 -1.3 -0.2 0.0
C -3.595 4.315 0.092 -0.6 -0.9 0.0
O -4.273 3.994 1.093 -0.2 -0.2 0.5
N -3.501 3.581 -1.009 -0.1 0.9 -1.0
C -2.993 4.349 -2.178 0.7 -0.8 -0.3
C -4.402 2.479 -1.336 -1.0 -0.8 1.2
H -3.051 5.258 0.004 0.0 0.0 0.5
H -2.569 3.637 -2.884 -0.3 0.0 -0.2
H -2.144 4.982 -1.927 -0.2 0.1 0.4
H -3.777 4.953 -2.630 -0.1 -0.2 -0.1
H -5.307 2.800 -1.852 0.3 0.4 -0.4
H -4.018 1.580 -1.815 0.9 0.7 -0.5
H -4.809 2.007 -0.435 0.2 0.5 0.4
C 4.743 -5.250 -2.841 -0.1 -1.5 0.1
C 3.461 -4.467 -2.589 0.4 -0.2 -0.2
O 3.850 -3.140 -2.210 -0.9 1.5 1.0
P 2.716 -2.114 -1.684 1.0 -0.8 0.5
O 1.812 -1.647 -2.740 -0.2 0.1 0.5
O 3.520 -1.018 -0.845 0.1 -0.9 -0.5
C 3.166 0.373 -0.913 -0.9 -0.5 -0.9
C 3.679 1.113 0.271 0.2 0.2 0.5
O 2.054 -2.911 -0.436 1.1 -0.3 -0.6
C 0.671 -3.000 -0.248 -1.0 0.9 0.3
C 0.354 -3.318 1.196 0.1 -0.7 0.5
H 4.567 -6.304 -2.600 -0.2 0.0 0.0
H 5.084 -5.313 -3.874 -0.2 0.6 -0.1
H 5.603 -5.016 -2.216 -0.3 0.6 0.1
H 2.827 -4.443 -3.479 0.2 0.2 -0.1
H 2.834 -4.901 -1.807 0.3 0.0 0.2
H 3.529 0.701 -1.889 0.3 0.5 0.3
H 2.077 0.475 -0.981 0.0 -0.2 0.1
H 3.303 0.792 1.245 -0.3 -0.5 -0.3
H 4.761 1.010 0.349 0.0 0.5 -0.2
H 3.299 2.131 0.172 0.6 0.2 0.0
H 0.285 -1.988 -0.422 -0.6 -0.5 -0.7
H 0.286 -3.804 -0.882 -0.4 0.5 -0.2
H -0.707 -3.429 1.436 -0.2 0.1 -0.7
H 0.778 -4.305 1.398 0.3 0.2 0.5
H 0.694 -2.545 1.886 0.5 -0.2 -0.1
```
Forces are in eV/Å.

Listed below, in e, are the Mulliken charges computed for each atom:
1 Ba 1.8524
2 Ba 1.8144
3 O -0.9841
4 H 0.2055
5 As 1.9829
6 F -0.5613
7 F -0.4813
8 F -0.4818
9 F -0.4539
10 F -0.4520
11 F -0.5037
12 C -0.0207
13 O -0.5856
14 N 0.1647
15 C -0.9848
16 C -0.9064
17 H 0.4236
18 H 0.3246
19 H 0.3692
20 H 0.3832
21 H 0.3861
22 H 0.3604
23 H 0.1431
24 C -1.2648
25 C -0.0127
26 O -0.3333
27 P 0.8564
28 O -0.6938
29 O -0.3152
30 C -0.1174
31 C -1.1444
32 O -0.2812
33 C 0.0249
34 C -1.2565
35 H 0.3622
36 H 0.3123
37 H 0.3347
38 H 0.3120
39 H 0.1937
40 H 0.3059
41 H 0.2754
42 H 0.2508
43 H 0.3233
44 H 0.3703
45 H 0.2810
46 H 0.2469
47 H 0.3497
48 H 0.3398
49 H 0.2855